Entry 1:
11 unconnected molecules or ions with the total composition C43H104Cl2FI2O15P2S11 in a non-equilibrium geometry. Source: OMol25; level of theory: ωB97M-V/def2-TZVPD.

Positions of all 180 atoms, in Å:
C -5.70626 6.49242 2.25472
O -4.91359 6.54625 3.45435
C -3.61627 6.03016 3.15113
C -2.79914 5.91096 4.43645
C -1.29706 6.12432 4.15159
C -0.61698 4.80933 3.71163
C 0.43279 5.05040 2.60643
C -0.15601 4.85417 1.19791
C -0.15348 3.38818 0.72542
C 0.85588 2.89665 -0.34789
S 2.45958 3.80500 -0.04522
O 1.10378 1.55517 0.04572
P 0.88261 0.27176 -1.07500
C 1.26774 -1.16811 0.11077
C 2.35585 -2.18716 -0.23743
C 1.83684 -3.52618 -0.78385
O 3.03285 -2.50300 1.01400
C 0.37827 -0.92059 -2.48178
C -0.95094 -1.64985 -2.45024
C -1.21347 -2.30992 -3.80948
F -1.01677 -2.68808 -1.51448
P -1.19020 0.22081 0.03158
O -1.04793 0.45612 1.51393
C 2.69965 0.41900 -1.78268
I 3.02204 0.27629 -3.91964
C 3.85789 0.56189 -1.11548
C 5.24855 0.61664 -1.71235
I 4.00938 0.69980 0.99324
O 0.39940 1.54709 -2.24701
C 0.45919 2.87422 -1.86922
C 1.60639 3.48889 -2.72801
C -0.77893 3.66889 -2.39968
Cl -0.76529 5.37386 -1.86358
C -2.19752 3.11230 -2.20254
C -3.26365 4.09405 -2.72449
Cl -2.42779 1.59395 -3.11322
H -6.24318 7.42988 2.14022
H -5.05762 6.31554 1.40114
H -6.38973 5.64552 2.33923
H -3.72102 5.03571 2.70627
H -3.11495 6.68648 2.43634
H -2.90485 4.89213 4.80935
H -3.17718 6.61167 5.17818
H -0.79760 6.52966 5.02982
H -1.19934 6.85371 3.34973
H -1.39208 4.18101 3.27377
H -0.13626 4.30180 4.54424
H 1.29546 4.40020 2.74634
H 0.80886 6.07414 2.65294
H 0.28506 5.56151 0.51023
H -1.20618 5.15320 1.29207
H 0.06663 2.78233 1.60160
H -1.16728 3.10550 0.44432
H 2.68966 3.33644 1.18347
H 0.34551 -1.73406 0.24126
H 1.46334 -0.78499 1.10905
H 3.13687 -1.86027 -0.92161
H 1.72123 -3.46914 -1.86549
H 2.60869 -4.27916 -0.61689
H 0.91117 -3.82979 -0.30783
H 3.73473 -3.12207 0.79681
H 1.15343 -1.66158 -2.67475
H 0.28738 -0.34009 -3.39309
H -1.80138 -0.98200 -2.31209
H -0.48069 -3.08558 -4.01570
H -2.22306 -2.72227 -3.81439
H -1.19666 -1.54341 -4.58254
H -1.88172 -1.01346 -0.08017
H -2.08978 1.20458 -0.45455
H 5.33202 1.43054 -2.42900
H 5.43669 -0.34747 -2.18438
H 6.00893 0.76035 -0.95744
H 1.41606 3.18125 -3.75485
H 1.65925 4.57420 -2.66384
H 2.57309 3.08345 -2.45245
H -0.64344 3.70435 -3.47853
H -2.41841 2.97995 -1.14888
H -2.91842 4.64198 -3.59688
H -3.55286 4.78120 -1.93183
H -4.15220 3.50906 -2.95120
C 10.88434 0.17751 -1.79196
S 9.50466 1.30174 -2.05958
O 8.37436 0.80041 -1.24727
C 9.18536 0.80111 -3.75709
H 11.21229 0.29438 -0.76141
H 10.55589 -0.84828 -1.95979
H 11.69998 0.43524 -2.46834
H 8.97343 -0.26768 -3.78749
H 10.05124 1.03974 -4.37564
H 8.31858 1.35671 -4.10873
C -8.04271 7.40208 5.52056
S -8.51805 5.67260 5.43734
O -9.99868 5.60661 5.55934
C -7.83329 5.21426 7.03356
H -8.41212 7.89215 4.62219
H -8.48788 7.86162 6.40381
H -6.95529 7.47080 5.55392
H -8.29528 5.81723 7.81575
H -6.75393 5.36594 7.01813
H -8.05275 4.16211 7.20004
C 3.71059 -5.27648 3.08247
S 5.42700 -4.84507 2.76787
O 5.56064 -4.62797 1.30262
C 6.08551 -6.48026 3.11305
H 3.09785 -4.39788 2.88256
H 3.41601 -6.09503 2.42476
H 3.59881 -5.56711 4.12719
H 5.61464 -7.21126 2.45649
H 5.89948 -6.73783 4.15598
H 7.15935 -6.45497 2.93283
C -5.33764 8.09312 -3.78432
S -6.49893 7.92855 -2.42178
O -5.69441 7.66759 -1.20262
C -7.18384 6.35375 -2.95003
H -4.76525 9.00473 -3.62660
H -4.66642 7.23462 -3.79455
H -5.88744 8.16225 -4.72333
H -6.38543 5.61710 -3.02201
H -7.67889 6.47841 -3.91339
H -7.90983 6.03900 -2.20331
C 6.53471 -9.97906 0.41879
S 4.83027 -9.45802 0.64774
O 4.61823 -9.30591 2.11917
C 4.08647 -11.00752 0.15888
H 7.18177 -9.15370 0.70995
H 6.73706 -10.84802 1.04555
H 6.69643 -10.21851 -0.63170
H 4.45587 -11.80530 0.80518
H 4.32925 -11.20622 -0.87771
H 3.00997 -10.91755 0.26699
C 1.85999 -12.10761 6.23221
S 2.07548 -11.23771 4.67133
O 2.26383 -12.27680 3.62554
C 3.69365 -10.56572 5.05187
H 0.91167 -12.63935 6.19140
H 2.67568 -12.81783 6.36926
H 1.83996 -11.38543 7.04847
H 4.38446 -11.38103 5.27043
H 3.61633 -9.89338 5.90752
H 4.04115 -10.01247 4.18047
C -4.73468 9.72941 5.13683
S -3.78785 9.99715 3.63427
O -2.41050 9.50378 3.89586
C -3.74727 11.78667 3.73175
H -4.83829 8.65337 5.26620
H -4.20185 10.16004 5.98536
H -5.71958 10.18607 5.03083
H -3.28430 12.09903 4.66909
H -4.76075 12.17443 3.65975
H -3.16535 12.15573 2.89437
C 3.00491 -11.75977 -5.03422
S 2.00844 -11.47624 -3.56520
O 2.88607 -11.74288 -2.38801
C 0.95409 -12.90504 -3.78134
H 3.76958 -10.98696 -5.07635
H 3.47416 -12.74231 -4.97225
H 2.36660 -11.69265 -5.91555
H 1.56284 -13.80926 -3.80631
H 0.38872 -12.80498 -4.70778
H 0.26940 -12.94859 -2.93679
C 1.38039 -14.52488 -8.03540
S -0.32150 -13.99443 -7.80627
O -0.53112 -13.83570 -6.34196
C -1.07199 -15.55786 -8.27187
H 2.02933 -13.69848 -7.75303
H 1.58320 -15.38704 -7.39993
H 1.54317 -14.77461 -9.08364
H -0.70180 -16.34885 -7.61984
H -0.83492 -15.77600 -9.31304
H -2.14867 -15.45768 -8.15510
C -4.25433 14.21541 -0.76822
S -5.37724 14.08273 0.62789
O -4.53604 13.92809 1.84443
C -5.99754 12.44644 0.21525
H -3.72198 15.15985 -0.67946
H -3.54510 13.38807 -0.74529
H -4.82736 14.20315 -1.69531
H -5.16922 11.73892 0.17018
H -6.51780 12.48756 -0.74161
H -6.69365 12.14620 0.99554

Computed properties:
LUMO level, eV: 1.3
Charge: -1
Frontier orbital gap, eV: 5.68
HOMO, eV: -4.43
2S+1: 1

Mulliken population analysis, charges in e, atoms 1 to 99:
1 C -0.949
2 O -0.255
3 C -0.538
4 C -0.965
5 C -0.640
6 C -0.740
7 C -1.229
8 C -0.828
9 C -1.576
10 C 1.538
11 S -0.413
12 O -0.629
13 P 2.546
14 C -2.064
15 C 0.636
16 C -1.719
17 O -0.409
18 C -1.363
19 C 0.159
20 C -1.701
21 F -0.356
22 P 0.741
23 O -0.874
24 C -0.700
25 I -0.172
26 C 0.327
27 C -1.675
28 I -0.030
29 O -0.408
30 C 1.233
31 C -2.745
32 C -1.003
33 Cl -0.202
34 C 0.662
35 C -1.851
36 Cl -0.209
37 H 0.213
38 H 0.446
39 H 0.331
40 H 0.413
41 H 0.502
42 H 0.437
43 H 0.236
44 H 0.413
45 H 0.387
46 H 0.359
47 H 0.425
48 H 0.345
49 H 0.528
50 H 0.505
51 H 0.284
52 H 1.004
53 H -0.162
54 H 0.002
55 H 0.879
56 H 0.632
57 H 0.006
58 H 0.318
59 H 0.585
60 H 0.228
61 H 0.309
62 H 0.717
63 H 0.532
64 H 0.192
65 H 0.353
66 H 0.456
67 H 0.370
68 H 0.187
69 H -0.131
70 H 0.343
71 H 0.408
72 H 0.485
73 H 0.525
74 H 0.555
75 H 0.604
76 H 0.863
77 H 0.072
78 H 0.328
79 H 0.489
80 H 0.483
81 C -0.982
82 S 0.428
83 O -0.517
84 C -0.949
85 H 0.315
86 H 0.304
87 H 0.378
88 H 0.295
89 H 0.399
90 H 0.303
91 C -0.639
92 S 0.559
93 O -0.671
94 C -0.917
95 H 0.313
96 H 0.465
97 H -0.037
98 H 0.305
99 H 0.310

---

Entry 2:
A single C5H12N2O molecule in a non-equilibrium geometry. Source: OMol25; level of theory: ωB97M-V/def2-TZVPD.

Positions of all 20 atoms, in Å:
N 2.40071 0.96831 -0.11962
C 1.80717 0.73833 1.20059
C 0.40979 1.33727 1.30771
N -0.61713 0.79432 0.43700
C -0.99081 -0.56499 0.75345
C -1.94075 -1.17780 -0.29053
C -1.32377 -1.12351 -1.67678
O -0.14612 -1.20917 -1.88714
H 2.35501 0.13535 -0.66693
H 3.33485 1.31310 -0.21818
H 1.73102 -0.34282 1.32597
H 2.45169 1.15446 1.97710
H 0.03922 1.19490 2.33432
H 0.47280 2.42303 1.21521
H -0.40703 0.96002 -0.52751
H -1.34578 -0.60784 1.78182
H -0.11909 -1.24866 0.82281
H -2.04438 -2.23778 -0.05091
H -2.89485 -0.65527 -0.25004
H -2.09486 -1.03132 -2.46297

Computed properties:
LUMO level, eV: 1.0
Energy relative to the best compared isomer or geometry (same formula, charge and spin), kcal/mol: 46.18
SMILES string: NCCNCCC=O
Frontier orbital gap, eV: 9.39
HOMO, eV: -8.39
2S+1: 1

From a Mulliken analysis of the wavefunction, the atomic charges in e read:
1 N -0.537
2 C -0.299
3 C -0.901
4 N -0.304
5 C -0.481
6 C -0.637
7 C -0.035
8 O -0.447
9 H 0.200
10 H 0.182
11 H 0.205
12 H 0.412
13 H 0.323
14 H 0.382
15 H 0.285
16 H 0.444
17 H 0.204
18 H 0.345
19 H 0.333
20 H 0.325

---

Entry 3:
A molecular structure, C37H79InNO5PS3. Source: OMol25; level of theory: ωB97M-V/def2-TZVPD.

Positions of all 127 atoms, in Å:
C 1.26063 0.88297 5.47182
C 0.27849 -0.26897 5.60958
C 0.43136 -1.31367 4.52935
O 1.38655 -1.39397 3.80470
O -0.58594 -2.20339 4.49476
C -1.64459 -1.97583 3.48632
C -1.48761 -0.73649 2.65772
In -3.11840 -0.59421 1.16578
C -2.13014 -0.31413 -0.78756
C -0.84771 0.48916 -0.55061
C -1.08229 1.73918 0.32163
S 0.16888 3.00881 0.02286
C -0.54777 4.20474 -0.99135
S 0.42231 5.38616 -1.59746
N -1.93585 4.05836 -1.24531
C -2.12470 3.41535 -2.55838
C -3.47847 2.72541 -2.65730
C -2.70167 5.32014 -1.11078
C -3.75843 5.20291 -0.01854
C -4.44027 1.19100 1.51107
S -4.11598 1.94408 3.03054
O -2.80945 2.56886 2.96920
O -5.22831 2.70731 3.54141
O -4.19113 -2.34026 1.30935
C -5.53620 -2.35091 0.94160
C -6.39149 -3.37886 1.74987
C -5.53965 -4.32702 2.59928
C -7.54298 -2.73237 2.53884
C -7.25107 -2.09319 3.91189
C -8.38957 -1.11672 4.25586
C -5.90806 -1.35780 3.99992
H 1.09422 1.40852 4.52992
H 2.28152 0.50103 5.43649
H 1.16454 1.58743 6.29700
H 0.41663 -0.79868 6.55774
H -0.75785 0.07263 5.57182
H -2.57993 -1.94397 4.04918
H -1.67626 -2.87869 2.87576
H -0.55460 -0.74253 2.09091
H -1.55410 0.16718 3.26991
H -1.90220 -1.27594 -1.25409
H -2.79657 0.24813 -1.44946
H -0.13453 -0.16241 -0.03663
H -0.37910 0.82087 -1.48879
H -1.00353 1.53082 1.38848
H -2.05645 2.19272 0.14343
H -2.00508 4.16635 -3.35097
H -1.32186 2.68339 -2.68487
H -4.27556 3.43612 -2.88139
H -3.46430 1.96540 -3.43991
H -3.70944 2.22921 -1.71382
H -2.02024 6.13954 -0.89239
H -3.19164 5.53661 -2.06478
H -4.31039 4.26615 -0.10274
H -3.31750 5.25675 0.97728
H -4.47157 6.02641 -0.10685
H -5.50152 0.93150 1.50899
H -4.27465 1.97848 0.77041
H -4.00697 0.86707 3.84785
H -6.00497 -1.36062 1.08067
H -5.64468 -2.58004 -0.13193
H -6.87868 -4.00949 0.99792
H -6.16376 -4.80598 3.36081
H -5.11055 -5.12146 1.98800
H -4.72884 -3.80476 3.09976
H -8.27751 -3.52971 2.70902
H -8.04403 -1.99831 1.89833
H -7.28060 -2.87295 4.67915
H -9.28525 -1.64551 4.58959
H -8.67563 -0.53910 3.37189
H -8.08976 -0.39557 5.01722
H -5.72333 -0.77288 3.09830
H -5.92775 -0.65478 4.83741
H -5.06809 -2.02984 4.16643
C 5.97102 0.75671 1.35527
C 6.35546 -0.43469 0.48368
C 6.93600 -0.00936 -0.86495
C 5.91478 0.50598 -1.88973
P 4.95005 -0.72651 -2.79359
C 6.13153 -1.93645 -3.45142
C 7.36017 -1.45840 -4.23947
C 7.14740 -0.93304 -5.66187
C 6.30975 -1.83652 -6.56022
C 4.20948 0.13013 -4.20931
C 3.16390 1.22335 -3.95354
C 1.83723 0.72281 -3.40194
C 1.18342 -0.41042 -4.18314
C 3.87283 -1.83439 -1.83438
C 2.66462 -1.44270 -0.96212
C 2.78916 -0.20643 -0.05315
C 2.85746 -0.56765 1.43072
H 5.25837 1.41964 0.86071
H 5.51621 0.43039 2.28870
H 6.85583 1.34556 1.60368
H 5.49275 -1.09129 0.34834
H 7.10799 -1.02663 1.00831
H 7.51107 -0.82693 -1.30684
H 7.65166 0.79747 -0.69103
H 6.44600 1.03182 -2.69179
H 5.25275 1.25544 -1.45131
H 5.55593 -2.67446 -4.01495
H 6.48960 -2.47189 -2.56726
H 8.03257 -2.31813 -4.29390
H 7.89390 -0.70269 -3.65752
H 8.13735 -0.81709 -6.10784
H 6.72788 0.07464 -5.64717
H 6.83378 -2.76850 -6.77850
H 6.10014 -1.34583 -7.51013
H 5.34757 -2.09635 -6.11545
H 3.85920 -0.61918 -4.92164
H 5.07015 0.60631 -4.68457
H 3.00133 1.75276 -4.89503
H 3.58690 1.96036 -3.26539
H 1.14094 1.56378 -3.36090
H 1.98613 0.43920 -2.36354
H 0.81742 -0.06556 -5.15179
H 0.32964 -0.80634 -3.63159
H 1.86204 -1.24821 -4.36572
H 4.58052 -2.41298 -1.23179
H 3.52850 -2.54148 -2.59926
H 2.45643 -2.31465 -0.33804
H 1.79300 -1.35619 -1.60938
H 1.91963 0.43100 -0.20079
H 3.65407 0.40210 -0.33186
H 1.90787 -0.98528 1.76905
H 3.05809 0.30987 2.04399
H 3.63443 -1.30889 1.63430

Computed properties:
LUMO level, eV: -0.5
Frontier orbital gap, eV: 6.74
HOMO, eV: -7.23
2S+1: 1

Mulliken population analysis, charges in e, atoms 1 to 99:
1 C -1.079
2 C -0.113
3 C 0.545
4 O -0.561
5 O -0.467
6 C -0.677
7 C 0.146
8 In 1.726
9 C -2.173
10 C 1.467
11 C 0.597
12 S -0.236
13 C -0.133
14 S -0.234
15 N 0.498
16 C 0.205
17 C -1.010
18 C -0.752
19 C -0.978
20 C -0.864
21 S 0.963
22 O -0.544
23 O -0.740
24 O -0.651
25 C -0.540
26 C 0.540
27 C -1.411
28 C -1.554
29 C 0.917
30 C -1.652
31 C -0.913
32 H 0.188
33 H 0.267
34 H 0.382
35 H 0.366
36 H 0.231
37 H 0.107
38 H 0.313
39 H -0.561
40 H 0.380
41 H 0.473
42 H 0.137
43 H -0.308
44 H -0.194
45 H -0.067
46 H -0.352
47 H 0.622
48 H -0.540
49 H 0.332
50 H 0.444
51 H -0.058
52 H 0.456
53 H 0.321
54 H 0.123
55 H 0.287
56 H 0.457
57 H 0.566
58 H -0.163
59 H -0.066
60 H 0.120
61 H 0.229
62 H 0.585
63 H 0.373
64 H 0.385
65 H 0.156
66 H 0.445
67 H 0.321
68 H 0.282
69 H 0.379
70 H 0.323
71 H 0.410
72 H -0.234
73 H 0.659
74 H 0.191
75 C -1.403
76 C 0.221
77 C -1.116
78 C -1.204
79 P 1.479
80 C -1.402
81 C -0.854
82 C -0.346
83 C -1.272
84 C -0.754
85 C -1.554
86 C 1.991
87 C -1.462
88 C -1.280
89 C -1.193
90 C 2.328
91 C -1.816
92 H 0.260
93 H 0.386
94 H 0.446
95 H -0.237
96 H 0.464
97 H 0.341
98 H 0.511
99 H 0.702